No. 1
DFT (ωB97M-V with the def2-TZVPD basis set) results for C45H53Br3HgN6O4PS4Te as an isolated structure at a distorted geometry.

The total energy is -12453.738979 Eh. Its largest force on an atom is 1.58 eV/A. As for the relative energy (zero: lowest compared OMol25 entry of this formula, charge and spin): 32.43 kcal per mole. The LUMO energy (alpha / beta) comes out at 0.1310 / 0.1307 Ha. Its charge is -2. For the HOMO-LUMO gap (alpha / beta), the calculation gives 4.520 / 5.915 eV. As for the spin multiplicity: 2. The expectation value of S² is 0.7733. As for the molecular weight: 1469.10 g/mol.

CARTESIAN COORDINATES (ANGSTROEM)
Hg 0.41 0.21 0.25
Br -3.80 4.44 4.04
C -2.61 3.18 3.23
C -3.12 1.99 2.71
C -2.21 1.17 2.07
N -0.92 1.40 2.00
C -0.39 2.51 2.60
C -1.27 3.46 3.18
C 1.02 2.66 2.63
C 1.67 3.65 3.42
C 3.03 3.68 3.45
Br 3.93 4.97 4.57
C 3.80 2.77 2.71
C 3.09 1.86 1.95
N 1.78 1.78 1.89
H -4.17 1.74 2.77
H -2.55 0.26 1.59
H -0.90 4.40 3.56
H 1.09 4.34 4.01
H 4.88 2.79 2.74
H 3.64 1.13 1.35
C -5.13 -1.08 -6.97
C -5.74 -0.43 -5.72
C -6.08 1.02 -6.09
C -7.04 -1.15 -5.33
C -4.76 -0.51 -4.56
C -4.49 0.59 -3.76
C -3.57 0.47 -2.75
Br -3.26 2.01 -1.63
C -2.83 -0.69 -2.45
O -1.89 -0.67 -1.58
C -3.20 -1.84 -3.22
C -4.12 -1.71 -4.23
C -2.62 -3.20 -2.85
C -3.13 -4.34 -3.74
C -3.03 -3.47 -1.40
C -1.09 -3.19 -2.94
H -5.78 -0.94 -7.84
H -4.98 -2.15 -6.84
H -4.17 -0.62 -7.18
H -6.70 1.04 -6.98
H -5.17 1.58 -6.29
H -6.63 1.51 -5.29
H -7.74 -1.17 -6.16
H -7.50 -0.64 -4.49
H -6.83 -2.18 -5.03
H -4.98 1.54 -3.91
H -4.38 -2.58 -4.81
H -4.22 -4.43 -3.67
H -2.70 -5.28 -3.41
H -2.86 -4.19 -4.78
H -4.12 -3.43 -1.29
H -2.60 -2.72 -0.74
H -2.69 -4.45 -1.07
H -0.76 -2.99 -3.96
H -0.69 -4.16 -2.63
H -0.69 -2.43 -2.28
N 1.80 -1.57 1.08
C 1.92 -2.24 2.00
N 2.08 -2.98 3.06
C 2.33 -2.27 4.30
C 3.83 -1.99 4.44
C 4.61 -3.30 4.35
C 4.30 -4.00 3.02
C 2.79 -4.23 2.90
H 1.97 -2.89 5.12
H 1.75 -1.35 4.28
H 4.02 -1.49 5.39
H 4.14 -1.31 3.64
H 4.32 -3.95 5.18
H 5.68 -3.11 4.42
H 4.83 -4.96 2.95
H 4.63 -3.37 2.19
H 2.45 -4.92 3.68
H 2.54 -4.66 1.93
C 2.47 -2.90 -4.21
O 3.61 -2.19 -3.77
P 3.30 -0.89 -2.81
O 4.92 -0.57 -2.73
C 5.30 0.52 -1.92
O 3.07 -1.62 -1.37
C 3.87 -2.71 -0.97
H 2.83 -3.78 -4.75
H 1.85 -2.29 -4.86
H 1.86 -3.24 -3.37
H 5.57 1.38 -2.53
H 6.17 0.21 -1.33
H 4.50 0.82 -1.23
H 3.23 -3.59 -0.86
H 4.34 -2.48 -0.02
H 4.65 -2.91 -1.72
S -3.17 -4.74 6.70
C -2.38 -3.98 5.47
S -2.83 -4.17 3.80
C -1.52 -2.95 3.33
N -0.91 -2.55 4.39
N -1.35 -3.10 5.55
C -0.69 -2.66 6.71
C -0.06 -1.42 6.66
C 0.66 -0.96 7.75
C 0.74 -1.73 8.91
C 0.10 -2.95 8.95
C -0.61 -3.43 7.87
S -1.27 -2.55 1.76
H -0.14 -0.83 5.76
H 1.15 0.00 7.71
H 1.29 -1.37 9.76
H 0.15 -3.56 9.85
H -1.10 -4.39 7.92
Te 0.13 0.65 -2.31
C 1.85 1.89 -2.60
C 2.42 2.85 -1.82
C 3.41 3.63 -2.47
C 3.60 3.26 -3.76
S 2.56 1.95 -4.19
H 2.11 3.01 -0.80
H 3.95 4.44 -2.00
H 4.27 3.67 -4.49


No. 2
DFT (ωB97M-V with the def2-TZVPD basis set) results for C45H54AsBBiN9O3PS2 as an isolated structure.

The total energy is -6078.690498 Eh. Its largest force on an atom is 0.50 eV/A. As for the relative energy (zero: lowest compared OMol25 entry of this formula, charge and spin): 0.00 kcal per mole. The LUMO energy comes out at -0.0910 Ha. Its charge is +1. For the HOMO-LUMO gap, the calculation gives 7.141 eV. As for the molecular weight: 1158.81 g/mol.

CARTESIAN COORDINATES (ANGSTROEM)
Bi -0.10 -0.39 -0.32
C -3.50 2.93 3.01
C -2.17 2.55 2.47
C -0.93 3.01 2.86
C 0.00 2.35 2.04
N -0.65 1.54 1.20
N -1.98 1.67 1.47
B -3.07 0.90 0.69
N -3.05 -0.60 1.05
N -1.97 -1.41 0.91
C -2.25 -2.57 1.54
C -3.54 -2.49 2.08
C -4.01 -1.24 1.76
C -5.35 -0.65 2.08
C -1.35 -3.73 1.62
C -0.14 -3.83 0.96
C 0.68 -4.94 1.11
C 0.28 -5.99 1.93
C -0.94 -5.92 2.58
C -1.74 -4.80 2.43
N -2.90 1.17 -0.82
N -1.74 0.96 -1.51
C -1.87 1.58 -2.70
C -3.13 2.18 -2.77
C -3.75 1.91 -1.57
C -5.11 2.33 -1.12
C -0.85 1.61 -3.77
C 0.09 0.61 -3.93
C 1.03 0.67 -4.95
C 1.02 1.73 -5.84
C 0.07 2.73 -5.70
C -0.86 2.68 -4.67
C 1.46 2.52 2.07
C 2.04 3.30 3.08
C 3.42 3.45 3.16
C 4.25 2.83 2.23
C 3.69 2.07 1.22
C 2.31 1.92 1.15
H -3.38 3.68 3.79
H -4.02 2.08 3.44
H -4.14 3.36 2.23
H -0.73 3.75 3.62
H -4.13 1.33 1.02
H -4.07 -3.24 2.63
H -5.97 -1.42 2.54
H -5.85 -0.30 1.18
H -5.27 0.18 2.77
H 0.22 -3.05 0.30
H 1.63 -4.97 0.61
H 0.92 -6.85 2.05
H -1.26 -6.73 3.22
H -2.68 -4.76 2.97
H -3.55 2.73 -3.59
H -5.62 2.79 -1.96
H -5.06 3.04 -0.31
H -5.70 1.48 -0.78
H 0.13 -0.23 -3.26
H 1.77 -0.12 -5.04
H 1.74 1.78 -6.64
H 0.05 3.57 -6.39
H -1.57 3.49 -4.56
H 1.42 3.78 3.82
H 3.84 4.06 3.95
H 5.32 2.96 2.29
H 4.31 1.60 0.47
H 1.91 1.33 0.34
C -2.92 -1.60 -3.24
As -1.35 -2.31 -2.34
C -0.34 -2.94 -3.87
C -2.13 -3.96 -1.68
H -3.33 -2.40 -3.86
H -2.65 -0.76 -3.87
H -3.67 -1.28 -2.51
H -0.79 -3.86 -4.24
H 0.69 -3.12 -3.58
H -0.37 -2.17 -4.64
H -2.55 -4.49 -2.54
H -2.92 -3.74 -0.97
H -1.38 -4.59 -1.21
C 1.09 -2.54 4.01
P 1.91 -1.41 2.89
C 3.33 -2.24 2.19
C 2.56 -0.11 3.94
O 1.00 -0.84 1.81
H 1.69 -2.67 4.91
H 0.92 -3.50 3.54
H 0.12 -2.11 4.29
H 3.95 -2.68 2.97
H 3.93 -1.51 1.63
H 3.02 -3.02 1.49
H 3.19 -0.53 4.72
H 1.73 0.43 4.40
H 3.14 0.59 3.34
N 0.62 -7.03 -5.72
C 1.34 -6.32 -4.78
C 2.31 -5.40 -5.17
C 2.99 -4.65 -4.24
C 2.71 -4.81 -2.88
C 1.76 -5.74 -2.48
C 1.08 -6.49 -3.41
S 3.51 -3.76 -1.72
O 3.58 -4.46 -0.46
O 4.76 -3.33 -2.32
N 2.47 -2.53 -1.59
C 2.85 -1.29 -1.85
S 4.41 -0.70 -2.45
C 3.80 0.92 -2.47
C 2.53 0.95 -2.06
N 1.99 -0.28 -1.70
H 1.03 -7.11 -6.63
H 0.17 -7.88 -5.40
H 2.54 -5.28 -6.23
H 3.76 -3.95 -4.54
H 1.58 -5.88 -1.42
H 0.35 -7.22 -3.09
H 4.41 1.74 -2.82
H 1.90 1.83 -2.03


No. 3
DFT (ωB97M-V with the def2-TZVPD basis set) results for C45H54AsBF2FeN2O6Si3Te as an isolated structure at a distorted geometry.

The total energy is -7169.051280 Eh. Its largest force on an atom is 1.24 eV/A. The LUMO energy (alpha / beta) comes out at 0.0707 / 0.0721 Ha. Its charge is -1. For the HOMO-LUMO gap (alpha / beta), the calculation gives 6.765 / 6.536 eV. As for the spin multiplicity: 2. The expectation value of S² is 0.8495. As for the molecular weight: 1110.37 g/mol.

CARTESIAN COORDINATES (ANGSTROEM)
Fe -1.02 0.63 0.04
C 3.35 1.91 5.49
C 2.23 1.61 4.52
C 0.93 1.40 4.96
C -0.11 1.13 4.08
C -1.46 0.97 4.67
O -1.61 0.51 5.79
C -2.67 1.44 3.91
C -3.89 0.82 4.15
C -5.04 1.28 3.53
C -4.98 2.39 2.70
C -3.76 3.03 2.48
C -2.61 2.54 3.08
C 0.14 0.97 2.68
O -0.78 0.53 1.92
C 1.47 1.26 2.22
C 2.46 1.56 3.16
C 1.81 1.26 0.79
N 0.93 1.26 -0.17
C 1.52 1.25 -1.53
C 1.94 -0.18 -1.86
Te 2.64 -0.52 -3.86
C 3.50 1.39 -4.10
C 4.67 1.73 -3.42
C 5.21 3.00 -3.57
C 4.59 3.93 -4.40
C 3.44 3.58 -5.09
C 2.89 2.31 -4.94
C 3.28 1.30 0.49
C 4.05 0.17 0.73
C 5.41 0.16 0.46
C 6.02 1.30 -0.05
C 5.27 2.44 -0.28
C 3.91 2.44 -0.01
H 2.97 2.09 6.49
H 3.92 2.79 5.17
H 4.06 1.07 5.54
H 0.68 1.47 6.01
H -3.92 -0.03 4.82
H -5.98 0.79 3.71
H -5.88 2.76 2.22
H -3.71 3.88 1.82
H -1.66 3.03 2.89
H 3.46 1.78 2.81
H 2.40 1.89 -1.59
H 0.82 1.64 -2.25
H 1.09 -0.84 -1.70
H 2.74 -0.47 -1.19
H 5.15 1.01 -2.76
H 6.11 3.27 -3.04
H 5.02 4.92 -4.52
H 2.95 4.29 -5.75
H 2.01 2.04 -5.50
H 3.57 -0.72 1.13
H 5.99 -0.73 0.64
H 7.08 1.30 -0.26
H 5.73 3.33 -0.68
H 3.33 3.34 -0.17
O -0.91 2.12 -6.75
C -1.25 2.94 -5.88
O -1.47 4.16 -5.92
C -1.38 2.32 -4.46
C -1.39 0.95 -4.26
C -1.50 0.43 -2.98
N -1.58 1.19 -1.89
C -1.56 2.54 -2.09
C -1.47 3.12 -3.33
C -1.76 3.37 -0.87
O -1.69 4.55 -0.75
O -2.08 2.56 0.23
H -1.31 0.30 -5.12
H -1.49 -0.63 -2.80
H -1.49 4.20 -3.43
F -4.05 1.74 -0.87
B -2.99 1.55 -0.08
F -3.15 0.50 0.76
C -2.83 -4.55 1.98
Si -2.65 -2.68 1.81
C -4.40 -2.04 1.60
C -1.94 -2.11 3.44
As -1.26 -1.92 0.01
Si -2.29 -3.12 -1.76
C -3.80 -2.11 -2.26
C -1.05 -3.24 -3.19
C -2.94 -4.88 -1.57
Si 0.63 -3.30 0.46
C 1.90 -3.25 -0.94
C 1.41 -2.63 2.03
C 0.33 -5.15 0.74
H -3.56 -4.73 2.77
H -1.89 -5.02 2.28
H -3.18 -5.04 1.08
H -5.07 -2.62 2.24
H -4.76 -2.14 0.57
H -4.48 -0.99 1.87
H -2.72 -2.06 4.21
H -1.51 -1.11 3.33
H -1.16 -2.78 3.80
H -3.68 -1.04 -2.08
H -4.67 -2.44 -1.70
H -4.02 -2.24 -3.33
H -0.34 -2.41 -3.21
H -1.57 -3.25 -4.14
H -0.47 -4.16 -3.10
H -3.86 -4.91 -0.99
H -2.22 -5.56 -1.10
H -3.15 -5.26 -2.57
H 2.69 -2.52 -0.74
H 1.47 -3.00 -1.91
H 2.38 -4.23 -1.03
H 1.29 -1.55 2.12
H 2.48 -2.86 2.07
H 0.94 -3.08 2.92
H -0.51 -5.54 0.16
H 0.13 -5.36 1.79
H 1.22 -5.70 0.45


No. 4
DFT (ωB97M-V with the def2-TZVPD basis set) results for C45H54AsClGeN4O2PRuS4 as an isolated structure at a distorted geometry.

The total energy is -8918.431661 Eh. Its largest force on an atom is 4.26 eV/A. As for the relative energy (zero: lowest compared OMol25 entry of this formula, charge and spin): 38.67 kcal per mole. The LUMO energy (alpha / beta) comes out at 0.1272 / 0.1268 Ha. Its charge is -2. For the HOMO-LUMO gap (alpha / beta), the calculation gives 3.038 / 5.912 eV. As for the spin multiplicity: 6. The expectation value of S² is 8.8098. As for the molecular weight: 1126.25 g/mol.

CARTESIAN COORDINATES (ANGSTROEM)
Ru -1.69 -0.10 1.73
O -2.52 -0.21 4.34
C -1.50 -0.11 3.71
C -0.22 -0.01 4.54
C -0.47 -0.20 5.93
C 0.49 -0.02 6.87
C 1.79 0.24 6.48
C 2.15 0.30 5.13
C 1.06 0.30 4.18
P 1.55 1.05 2.60
C 1.82 2.82 2.86
C 2.18 3.61 1.75
C 2.33 5.02 1.83
C 1.85 5.67 2.95
C 1.51 4.91 4.09
C 1.55 3.50 4.06
C 3.09 0.24 2.23
C 3.10 -1.14 2.23
C 4.19 -1.79 1.59
C 5.28 -1.09 1.18
C 5.37 0.28 1.46
C 4.27 0.99 1.95
H -1.54 -0.37 6.17
H 0.16 -0.06 7.89
H 2.58 0.33 7.24
H 3.14 0.34 4.73
H 2.27 3.16 0.78
H 2.73 5.57 0.98
H 1.84 6.80 2.93
H 1.21 5.38 4.99
H 1.35 2.94 5.01
H 2.26 -1.64 2.68
H 4.19 -2.88 1.59
H 6.05 -1.64 0.64
H 6.32 0.79 1.41
H 4.32 2.10 2.06
S -1.92 4.24 -0.72
As -1.39 4.08 1.36
S 0.44 0.92 0.94
S -2.69 2.05 1.92
S -1.89 5.72 2.66
C 0.34 -6.21 1.52
C -0.12 -4.82 1.74
C 0.51 -3.77 1.03
C -0.02 -2.48 1.14
N -1.13 -2.12 1.86
C -1.70 -3.13 2.59
C -1.26 -4.47 2.49
H -0.11 -6.58 0.57
H 0.02 -6.81 2.35
H 1.42 -6.23 1.40
H 1.37 -4.02 0.35
H 0.53 -1.60 0.77
H -2.57 -2.81 3.17
H -1.78 -5.25 3.03
C 1.90 -0.73 -6.54
C 0.44 -0.98 -5.95
C -0.53 -0.24 -6.87
C 0.25 -2.52 -6.01
C 0.36 -0.59 -4.40
O 1.26 -1.42 -3.69
C 0.68 0.89 -4.28
C 1.54 1.35 -3.09
C 1.69 2.89 -3.06
C 1.05 3.59 -2.02
C 1.30 4.93 -1.80
C 2.16 5.63 -2.66
Cl 2.31 7.35 -2.32
C 2.61 4.97 -3.84
C 2.39 3.60 -4.02
C -1.12 -0.95 -3.99
N -1.65 -0.49 -2.64
C -1.57 -0.99 -1.38
N -2.12 -0.15 -0.49
C -2.47 0.91 -1.32
N -2.23 0.73 -2.58
H 2.00 -1.33 -7.45
H 2.58 -1.07 -5.74
H 2.05 0.33 -6.82
H -0.30 -0.58 -7.90
H -0.39 0.82 -6.85
H -1.61 -0.43 -6.68
H 0.44 -2.87 -7.04
H -0.74 -2.92 -5.76
H 0.91 -3.04 -5.34
H 1.04 -1.41 -2.76
H -0.30 1.48 -4.26
H 1.19 1.08 -5.25
H 2.56 0.90 -3.13
H 1.09 1.06 -2.12
H 0.31 3.15 -1.34
H 0.85 5.45 -0.96
H 3.13 5.48 -4.63
H 2.90 3.02 -4.78
H -1.30 -2.05 -4.08
H -1.78 -0.44 -4.74
H -1.24 -2.01 -1.14
H -2.99 1.76 -0.95
C -4.99 -3.24 2.88
Ge -4.89 -2.20 1.20
C -6.56 -1.40 0.65
C -4.23 -3.48 -0.24
C -3.75 -0.63 1.63
H -6.02 -3.26 3.18
H -4.43 -2.67 3.63
H -4.57 -4.24 2.82
H -7.28 -2.13 0.16
H -6.28 -0.64 -0.07
H -7.09 -0.81 1.49
H -5.12 -3.93 -0.74
H -3.71 -4.28 0.27
H -3.66 -2.87 -0.91
H -4.02 -0.43 2.69
H -4.14 0.24 1.06